# 1
Density functional theory data (ωB97M-V with the def2-TZVPD basis set) for 2 unconnected molecules or ions with the total composition C12H18BN in a non-equilibrium geometry.

Properties
frontier orbital gap (alpha / beta): 5.8655 / 8.4464 eV
charge: 0
E_HOMO (alpha / beta): -5.1 / -9.1 eV
spin multiplicity: 3

XYZ file:
```
32
Properties=species:S:1:pos:R:3:nbo_charge:R:1
B -0.9089 -0.2508 0.2279 0.77
C 4.5631 0.2712 -0.1646 -0.23
C 3.9931 0.1006 1.0746 -0.19
C 3.7483 0.2402 -1.3082 -0.19
C 2.6309 -0.1252 1.1796 -0.33
C 2.3695 0.1522 -1.1933 -0.35
C 1.8639 -0.0193 0.0423 0.21
C -3.3202 1.4404 -0.9073 -0.42
C -3.1452 1.0423 0.3392 -0.19
C -0.8868 2.4012 0.1808 -0.57
C -0.1564 -2.5085 -0.1527 -0.37
C -2.6852 -1.8356 0.2549 -0.41
C -1.6161 1.1040 0.6593 -0.67
N -1.2745 -1.5678 0.0329 -0.75
H 5.6781 0.2930 -0.4195 0.22
H 4.5744 0.1243 1.9077 0.20
H 4.1358 0.3725 -2.2341 0.20
H 2.3115 -0.3174 2.0999 0.21
H 1.6033 0.1069 -1.9369 0.23
H -4.3072 1.3541 -1.3812 0.19
H -2.5346 1.7654 -1.5578 0.19
H -3.7296 0.7288 1.1833 0.22
H -1.3619 3.3412 0.6784 0.20
H 0.0870 2.1815 0.4418 0.22
H -1.1236 2.5261 -0.9099 0.19
H -0.5013 -3.3648 0.2836 0.19
H -0.0061 -2.8257 -1.1455 0.19
H 0.7181 -2.1619 0.2370 0.21
H -2.7665 -2.5033 1.1200 0.18
H -3.3057 -0.9848 0.2396 0.23
H -3.0515 -2.3161 -0.5630 0.19
H -1.5957 1.2351 1.6914 0.23
```



# 2
Density functional theory data (ωB97M-V with the def2-TZVPD basis set) for a molecular structure, C12H18BiClIN2OPS in a non-equilibrium geometry.

Properties
frontier orbital gap (alpha / beta): 4.8071 / 2.9631 eV
charge: +2
E_HOMO (alpha / beta): -13.9 / -13.9 eV
ΔE to the lowest compared entry with this formula, charge and spin: 7.9 kcal per mole

XYZ file:
```
38
Properties=species:S:1:pos:R:3:nbo_charge:R:1
C 0.2172 -1.2445 -0.7921 -1.01
I 1.0351 2.3515 -0.8499 0.09
H -0.1568 -2.2560 -1.0181 0.27
H 0.7879 -1.2241 0.1325 0.27
H 0.8915 -0.9534 -1.5979 0.21
Bi -1.5900 0.0781 -0.2525 1.48
P -0.6525 0.2741 -3.1267 1.25
C 0.8984 0.5645 -4.0829 -0.96
C -1.2479 -1.1881 -4.0507 -0.99
H -2.7537 1.4571 -3.3111 0.27
H -1.8117 1.4817 -4.8373 0.29
H -1.3601 2.5699 -3.4716 0.27
C -1.7538 1.5839 -3.7467 -0.98
H -2.1329 -1.6158 -3.5662 0.28
H -1.4763 -0.8878 -5.0825 0.29
H 0.6724 0.6108 -5.1590 0.29
H 1.5846 -0.2721 -3.9114 0.26
H -0.4664 -1.9599 -4.0666 0.27
H 1.3849 1.4856 -3.7497 0.27
C 2.7436 0.3727 -0.5555 0.52
O 3.7199 -0.2297 -0.4998 -0.40
Cl -3.2050 -1.7745 -0.8805 -0.49
N -2.0639 -2.2719 2.4175 -0.78
C -1.1664 -1.4200 2.9258 0.31
N -0.6455 -0.3803 2.2892 -0.59
C 0.2742 0.2964 3.1116 0.10
C 1.1067 1.3632 2.7596 -0.25
C 1.9173 1.9808 3.7120 -0.18
C 1.9427 1.4691 5.0134 -0.19
C 1.1425 0.3880 5.3843 -0.18
C 0.3625 -0.2305 4.4140 -0.21
S -0.6630 -1.6594 4.6021 0.44
H -2.3848 -3.0037 3.0276 0.43
H -2.4911 -2.2074 1.4994 0.42
H 1.0826 1.7255 1.7252 0.19
H 2.5779 2.8075 3.4418 0.24
H 2.5332 1.9569 5.7741 0.24
H 1.1465 -0.0382 6.3788 0.24
```



# 3
Density functional theory data (ωB97M-V with the def2-TZVPD basis set) for a molecular structure, C12H18CaClN6O4 in a non-equilibrium geometry.

Properties
frontier orbital gap (alpha / beta): 8.8553 / 3.6858 eV
charge: +2
E_HOMO (alpha / beta): -15.8 / -15.8 eV
spin multiplicity: 2

XYZ file:
```
42
Properties=species:S:1:pos:R:3:nbo_charge:R:1
Ca -2.1817 -1.9030 1.4564 1.89
Cl 0.4782 0.8109 0.2954 2.53
O 0.2775 0.6494 -1.0778 -0.55
O 1.8148 0.4805 0.6122 -0.64
O 0.2279 2.2241 0.5177 -0.46
O -0.5187 -0.0045 0.9327 -0.86
C -2.4818 0.1247 -2.8831 -0.76
C -2.9346 -0.3167 -1.5480 0.49
N -3.3008 -0.6789 -0.5382 -0.60
H -2.8839 1.1005 -3.1556 0.32
H -2.7924 -0.6176 -3.6183 0.29
H -1.3974 0.0527 -2.9661 0.28
C 1.3551 -0.3749 4.1583 -0.74
C 0.1010 -1.0799 3.8712 0.48
N -0.9012 -1.6791 3.6716 -0.58
H 1.7568 -0.0043 3.2152 0.27
H 2.1088 -1.0435 4.5741 0.31
H 1.0683 0.3703 4.9003 0.29
C -2.6315 3.1333 0.8245 -0.72
C -3.0780 3.2736 -0.6032 0.29
N -3.3887 3.3326 -1.7270 -0.33
H -1.8844 3.8791 1.0962 0.27
H -2.3572 2.0977 1.0252 0.22
H -3.4531 3.3628 1.5030 0.27
C 3.6196 -1.9064 -0.5848 -0.74
C 3.5479 -2.4379 0.7765 0.30
N 3.5202 -2.8485 1.8245 -0.35
H 2.7170 -2.0177 -1.1856 0.25
H 4.5496 -2.2082 -1.0666 0.29
H 3.8560 -0.8455 -0.5021 0.27
C 1.2934 -5.1924 0.8719 -0.75
C 0.5575 -3.9197 0.9189 0.51
N -0.0062 -2.9361 1.0128 -0.62
H 1.8879 -5.3917 1.7635 0.31
H 1.9925 -5.0707 0.0446 0.28
H 0.6648 -6.0478 0.6247 0.29
C -0.0627 4.3103 -2.8488 -0.73
C -0.2493 3.2852 -3.8584 0.31
N -0.5195 2.4147 -4.5851 -0.35
H 0.2313 3.7816 -1.9421 0.23
H -1.0886 4.6318 -2.6691 0.27
H 0.4857 5.2090 -3.1313 0.28
```



# 4
Density functional theory data (ωB97M-V with the def2-TZVPD basis set) for a molecular structure, C12H18CaF3N2O14 in a non-equilibrium geometry.

Properties
frontier orbital gap (alpha / beta): 9.3071 / 4.1600 eV
charge: 0
E_HOMO (alpha / beta): -10.4 / -9.3 eV
spin multiplicity: 2

XYZ file:
```
50
Properties=species:S:1:pos:R:3:nbo_charge:R:1
Ca 0.5981 -21.3013 7.6897 1.84
C -0.1308 -21.5531 4.7920 0.26
O -0.8720 -21.8571 6.0285 -0.65
O 1.1515 -21.5099 5.3653 -0.69
C -0.4454 -22.6225 3.6258 0.95
F -1.5837 -22.3830 2.9258 -0.33
F 0.4267 -22.6210 2.7282 -0.28
F -0.4679 -23.8696 4.0757 -0.31
C -2.3233 -21.7997 5.9977 -0.10
C -2.8152 -22.4242 7.2825 -0.64
H -2.0991 -22.3977 8.1039 0.18
H -3.8300 -22.1756 7.5930 0.25
H -2.9545 -23.4998 7.3917 0.22
H -2.8817 -22.2154 5.1589 0.22
H -2.6751 -20.7697 6.0566 0.19
H -0.3967 -20.5030 4.6709 0.20
N 3.9232 -20.9070 7.9048 0.70
O 3.7262 -20.8100 6.6660 -0.24
O 5.0018 -21.1832 8.4282 -0.33
O 2.9066 -20.6304 8.5568 -0.49
N -0.7511 -18.9444 8.5875 0.71
O 0.4430 -18.9711 8.2629 -0.56
O -1.4816 -17.9023 8.5185 -0.44
O -1.2535 -20.0956 8.5800 -0.64
C -4.7076 -21.1460 10.0332 -0.65
C -5.5434 -20.1356 9.2830 0.06
C -4.7358 -18.9072 8.7215 -0.12
O -5.4113 -18.7347 7.4886 -0.47
C -5.7846 -19.9366 7.1236 0.97
O -6.0565 -20.2910 5.8989 -0.64
O -5.8458 -20.7505 8.0844 -0.47
H -3.6455 -21.2620 9.8175 0.24
H -5.1331 -22.1265 10.2470 0.23
H -4.5292 -20.6538 10.9892 0.21
H -6.4441 -19.8403 9.8212 0.20
H -3.7160 -19.0933 8.3845 0.21
H -4.4985 -18.1331 9.4514 0.22
C -0.7818 -15.5102 13.2779 -0.63
C -0.2085 -16.8584 12.9697 0.07
C 0.2971 -17.1186 11.6255 -0.11
O 1.5283 -17.7854 11.7561 -0.45
C 1.7793 -17.8768 13.0172 0.96
O 2.8341 -18.4477 13.4692 -0.62
O 0.9224 -17.1963 13.6953 -0.47
H -1.5922 -15.1679 12.6342 0.23
H -0.0065 -14.7509 13.1755 0.22
H -1.1011 -15.6784 14.3064 0.23
H -0.9365 -17.6420 13.1795 0.17
H 0.2334 -16.1405 11.1486 0.20
H -0.2217 -17.9484 11.1455 0.20
```